[1]
The following is a quantum chemistry calculation of a molecular structure, C11H12FeN2P in a non-equilibrium geometry, from the Open Molecules 2025 dataset.

The geometry in XYZ format:
```
27
Properties=species:S:1:pos:R:3:forces:R:3:mulliken_charge:R:1
H 4.36515 1.19095 1.74505 -0.2 -0.1 -0.1 0.396
H -4.15280 -1.90352 -1.57273 0.2 0.1 0.1 0.223
C 3.27827 0.04413 0.26208 -0.9 -0.1 -0.3 -0.604
C -3.08035 -0.48874 -2.74265 -0.1 -0.3 0.3 0.088
H -0.32032 1.41841 -2.16116 -0.3 -0.3 0.3 0.331
H 0.09586 1.85162 1.49588 0.3 -0.2 -0.1 0.422
H -1.55813 -2.65571 1.93304 0.2 0.2 0.0 0.079
H 4.13954 -0.49756 -0.11792 -0.1 0.1 0.0 0.372
C 2.25193 1.62610 1.75403 -2.1 1.4 0.9 0.201
C -2.47712 -1.17959 -0.45063 -1.2 -0.4 0.1 0.054
C 1.01599 1.35488 1.17133 0.9 -0.9 -0.4 -0.175
C 3.39985 0.97038 1.29386 2.1 -0.9 -0.4 -0.447
H 1.87984 -0.92511 -1.09518 0.0 0.2 0.2 0.332
H -2.87718 -1.79702 0.38261 0.1 0.4 -0.6 0.260
H -3.79163 -0.60086 -3.56073 0.1 0.0 0.1 0.319
C -1.06450 0.63927 -1.89459 -0.5 1.1 -2.4 -0.396
C -3.27798 -1.24089 -1.57113 -0.5 0.1 -1.0 -0.805
N 2.40062 3.33942 3.72623 -0.1 -1.2 -1.4 -0.634
N 0.90660 0.40529 0.19530 -1.1 1.8 1.3 -0.021
P -0.65358 -1.65481 1.50413 0.5 0.0 0.3 -0.085
C 2.33255 2.57335 2.84244 -0.2 0.8 0.7 0.059
C 2.02134 -0.20773 -0.28430 2.1 -0.7 -0.2 -0.408
H 0.53919 -2.43452 1.49762 -0.2 0.2 0.4 0.056
C -2.01492 0.41927 -2.87777 0.1 0.0 0.0 -0.614
H -0.52742 -0.92901 2.72454 0.3 -0.5 0.0 0.050
H -1.97693 0.96981 -3.82733 0.1 0.0 0.3 0.222
Fe -0.85388 -0.28783 -0.37202 0.4 -1.1 1.7 -0.276
```
Forces are in eV/Å.

Results
- Kohn-Sham gap (spin up / spin down): 5.2686 / 6.6901 eV
- Total charge: -1
- Calculated total energy: -58253.272 eV
- Molar mass: 259.0 g/mol
- E_HOMO (spin up / spin down): -1.911 / -3.556 eV
- Spin multiplicity: 5
- Energy relative to the best compared isomer or geometry (same formula, charge and spin): 33.7 kcal/mol

[2]
The following is a quantum chemistry calculation of a single C11H12N2O2 molecule in a non-equilibrium geometry, from the Open Molecules 2025 dataset.

The geometry in XYZ format:
```
27
Properties=species:S:1:pos:R:3:forces:R:3:mulliken_charge:R:1
C -2.73544 0.33522 0.86082 -1.4 -2.2 2.7 0.334
H -0.51701 2.64984 -0.81417 0.5 -1.3 -0.2 0.380
H -1.00832 -1.18971 -1.65577 0.5 -1.4 -0.8 0.679
C 3.43710 0.69570 0.60725 -2.9 0.0 -2.0 -0.791
N -3.46873 -1.46900 -0.62331 0.2 0.3 0.7 -0.733
C 2.95309 -1.67701 0.42769 0.7 1.1 0.1 -0.799
H -1.80301 -1.56920 0.69359 0.5 -0.9 0.8 0.513
H 1.95089 3.02335 -0.26168 -1.9 -1.9 0.0 0.286
H 3.32580 -2.65555 0.53338 0.2 -1.1 0.1 0.424
H -2.95922 2.08059 0.95380 0.0 -0.3 -1.3 0.324
N 1.39239 2.11135 -0.21051 4.4 0.5 0.9 -0.060
C 1.65734 -1.44392 0.06710 -1.4 -2.1 -0.4 -0.129
C -0.03630 0.43177 -0.60158 -1.3 -1.2 -0.3 0.542
H 4.13673 1.47452 0.78843 0.3 0.7 0.1 0.339
C -2.24405 -0.86719 0.04654 -1.8 1.1 -0.8 0.285
O -3.28108 0.29842 1.97606 1.4 -0.4 -1.8 -0.654
C 0.17274 1.78768 -0.64929 -2.4 1.1 -0.3 -0.575
C -1.30343 -0.39309 -1.04619 2.0 1.5 1.9 -1.759
H -1.79886 0.28836 -1.65131 -1.4 1.1 -1.3 0.505
C 2.09575 0.92075 0.06850 0.7 0.1 1.2 -0.448
H -4.16138 -1.89074 0.02739 1.1 0.5 -0.2 0.292
C 1.18233 -0.15470 -0.14591 1.2 1.6 0.1 0.901
O -2.70266 1.45867 0.21344 0.0 2.6 0.4 -0.367
H 0.96119 -2.33634 -0.09762 1.0 1.3 0.2 0.253
C 3.85346 -0.60842 0.65866 -2.1 1.0 -0.1 -0.448
H 4.86373 -0.61861 0.87576 1.9 -1.3 0.6 0.434
H -3.96304 -0.68272 -1.04106 0.0 -0.2 -0.2 0.273
```
Forces are in eV/Å.

Results
- Kohn-Sham gap: 8.6363 eV
- Calculated total energy: -18676.450 eV
- Molar mass: 204.2 g/mol
- E_HOMO: -7.998 eV
- Energy relative to the best compared isomer or geometry (same formula, charge and spin): 35.8 kcal/mol
- Structure (SMILES): N[C@@H](Cc1c[nH]c2ccccc12)C(=O)O

[3]
The following is a quantum chemistry calculation of a molecular structure, C11H12N2O5Re, from the Open Molecules 2025 dataset.

The geometry in XYZ format:
```
31
Properties=species:S:1:pos:R:3:forces:R:3:mulliken_charge:R:1
C 1.98123 0.99751 -2.72721 0.1 0.0 0.0 -0.956
N -2.47507 -1.24265 2.18102 0.1 0.1 0.0 0.067
H -4.01287 -4.09597 2.03421 0.0 0.0 0.0 0.419
O 0.04221 2.44430 2.08030 0.1 0.0 0.0 -0.440
H 2.02129 -0.96597 -1.69771 0.0 0.0 0.0 0.609
N -1.83593 -1.81147 1.11620 0.1 -0.1 0.0 -0.109
H -2.09070 -3.70172 0.16498 0.0 0.0 0.0 0.483
O 2.96932 -0.24224 1.88095 -0.1 0.0 0.1 -0.271
H 1.29570 3.08360 -2.43071 0.0 0.0 0.0 0.389
C -3.38938 -2.05882 2.66714 0.0 0.0 0.0 0.050
H 3.10743 1.21884 -0.28310 0.0 0.0 0.0 0.789
H 1.86351 0.45145 -3.65957 0.0 0.0 0.0 0.379
C -2.41658 -3.04263 0.95478 0.0 0.0 0.0 -0.150
H -0.88022 1.93697 -1.22829 0.0 0.0 0.0 0.587
O 0.19982 0.13900 -1.45259 0.3 0.0 -0.1 -0.610
C 1.74208 0.07431 -1.55241 -0.1 -0.1 0.0 0.159
H -2.19073 -0.31923 2.48997 0.0 0.0 0.0 0.223
H 2.99428 1.39638 -2.69538 0.0 0.0 0.0 0.398
C -3.38402 -3.23295 1.90152 0.0 0.0 0.0 -0.738
O -0.74330 0.57598 1.17622 -0.1 0.0 0.0 -0.625
H -3.99697 -1.77827 3.51396 0.0 0.0 0.0 0.487
C 0.09659 1.66799 1.19090 -0.1 0.1 -0.1 0.035
O 1.29354 -1.43826 0.78014 0.3 0.0 0.0 -0.442
C 0.88878 2.08261 -2.56141 0.0 0.0 0.0 -0.961
H 0.21801 2.10085 -3.41657 0.0 0.0 0.0 0.375
C 0.16117 1.63734 -1.31095 -0.1 0.0 0.0 -0.046
Re -0.29858 -1.00845 0.15170 -0.5 -0.1 0.1 1.485
C 2.27647 -0.22845 0.96049 0.2 0.1 -0.2 -0.035
C 2.13437 0.73326 -0.21420 0.0 -0.1 0.0 -0.252
H 1.43305 2.81027 0.02316 0.0 0.0 0.0 0.682
C 0.99549 1.81641 -0.03754 0.0 0.0 0.1 0.019
```
Forces are in eV/Å.

Results
- Kohn-Sham gap (spin up / spin down): 7.7238 / 7.8948 eV
- Total charge: +2
- Calculated total energy: -26930.392 eV
- Molar mass: 438.4 g/mol
- E_HOMO (spin up / spin down): -17.041 / -17.064 eV
- Spin multiplicity: 2

[4]
The following is a quantum chemistry calculation of 2 unconnected molecules or ions with the total composition C11H12NO2 in a non-equilibrium geometry, from the Open Molecules 2025 dataset.

The geometry in XYZ format:
```
26
Properties=species:S:1:pos:R:3:forces:R:3:mulliken_charge:R:1
H 0.08899 4.28460 2.44866 -0.1 0.1 0.3 0.300
C 0.03301 -1.56728 -0.22071 0.2 0.2 -0.4 1.299
C -0.01941 4.33731 0.29822 -1.3 0.0 -0.1 0.609
C 0.62611 -3.74617 1.07364 0.1 0.5 1.3 -1.186
C 0.87750 0.67319 -0.36405 0.3 -0.7 0.5 -0.609
C 0.97534 -0.60622 0.17976 -0.6 0.3 -0.8 -0.640
H 1.09750 3.09217 1.64066 0.0 0.4 0.0 0.066
H -2.49233 -2.38565 -2.03570 0.3 0.1 0.3 0.179
C -0.16627 -2.95241 0.10375 -0.3 0.4 -0.5 0.592
O 0.57519 4.82882 -0.66332 1.4 0.5 -0.9 -0.735
C -0.94354 -1.21629 -1.18873 0.8 0.3 0.9 -0.409
H 1.03149 -3.04678 1.83955 -0.1 -0.4 -0.4 0.309
H -0.15698 2.07596 -1.72670 0.2 -1.7 0.9 0.253
H -1.74770 0.33114 -2.43787 -0.4 0.1 -0.2 0.341
H 1.49707 -4.27941 0.65636 -0.5 0.0 0.1 0.230
N -1.70195 -2.32575 -1.40773 -1.0 -0.5 -0.6 -0.006
H 1.63480 4.81883 1.68483 -0.6 -0.5 -0.1 0.252
H -0.06846 -4.38475 1.64883 0.6 -0.2 -0.4 0.341
O -1.22463 3.98467 0.28264 -0.1 -0.4 0.6 -0.738
H 1.77448 -0.88377 0.84417 0.1 0.1 0.3 0.326
H -1.64259 -4.33140 -0.59478 -0.8 -0.8 -0.3 0.434
C -1.01431 0.06764 -1.70146 0.0 0.3 -0.5 -0.702
C 0.75282 4.14396 1.60646 0.8 -0.2 0.1 -0.705
C -1.24840 -3.35547 -0.62326 1.1 0.4 0.5 -0.839
H 1.55580 1.42929 -0.04029 0.4 0.4 0.1 0.523
C -0.09353 1.01377 -1.30294 -0.5 1.3 -0.7 -0.488
```
Forces are in eV/Å.

Results
- Kohn-Sham gap: 6.4635 eV
- Total charge: -1
- Calculated total energy: -17188.324 eV
- Molar mass: 190.2 g/mol
- E_HOMO: -3.679 eV
- Energy relative to the best compared isomer or geometry (same formula, charge and spin): 24.2 kcal/mol

[5]
The following is a quantum chemistry calculation of 2 unconnected molecules or ions with the total composition C11H12NO2 in a non-equilibrium geometry, from the Open Molecules 2025 dataset.

The geometry in XYZ format:
```
26
Properties=species:S:1:pos:R:3:forces:R:3:mulliken_charge:R:1
H -3.67297 0.99020 -2.01143 0.1 0.8 -0.6 0.349
H -4.03781 1.70884 -0.28582 0.2 -0.6 -1.8 0.199
H -3.08541 -0.30680 1.92573 0.3 -0.3 0.7 0.302
H 1.42771 -2.25371 -2.60676 -0.4 0.2 0.1 0.236
O 3.76470 -1.37604 -1.28372 1.9 -0.5 0.5 -0.633
H 2.07314 -2.96172 -1.13840 -1.0 1.0 0.0 0.253
C 0.71833 0.46455 1.71386 -1.1 1.3 1.1 -0.594
C -1.06254 0.98970 -1.39960 -1.9 -1.3 4.6 -0.657
N 0.13411 0.89372 -0.73131 -1.1 0.5 0.1 -0.414
C -2.01774 -0.04663 1.92196 -1.2 -1.6 1.1 -0.394
C -1.60414 0.39154 0.68632 2.2 0.6 2.5 1.295
O 2.46640 0.27523 -1.83042 -2.7 0.5 0.6 -0.554
C 1.56507 -2.03860 -1.53891 -0.6 0.2 0.6 -0.613
H -4.42512 0.18564 -0.79421 -1.8 -3.1 0.9 0.421
H -1.18131 1.39211 -2.37035 0.3 0.0 -1.0 0.395
C -3.66370 0.83016 -0.95603 1.8 3.6 2.3 -1.418
C -0.17952 0.63969 0.62411 0.1 -1.1 -2.4 -0.234
C 2.65520 -0.96518 -1.48436 0.2 -1.0 -0.7 0.538
C -2.24996 0.65404 -0.46753 2.8 0.9 -5.6 0.054
H -1.55879 -0.81275 3.83728 -0.2 0.0 0.6 0.363
C -1.15442 -0.33131 2.97082 0.4 2.1 0.0 -0.644
H 0.67662 0.23038 3.99480 0.4 -0.1 -1.0 0.327
H 1.43003 0.48622 -1.50493 1.0 0.7 -0.1 0.437
H 0.58229 -1.70408 -1.05165 1.4 -0.8 -0.7 0.178
H 1.73373 0.77773 1.60896 0.6 0.1 -0.3 0.404
C 0.20181 0.21511 3.00087 -1.8 -2.0 -1.5 -0.595
```
Forces are in eV/Å.

Results
- Kohn-Sham gap: 6.9062 eV
- Total charge: -1
- Calculated total energy: -17186.908 eV
- Molar mass: 190.2 g/mol
- E_HOMO: -3.381 eV
- Energy relative to the best compared isomer or geometry (same formula, charge and spin): 56.8 kcal/mol

[6]
The following is a quantum chemistry calculation of 2 unconnected molecules or ions with the total composition C11H12NO2 in a non-equilibrium geometry, from the Open Molecules 2025 dataset.

The geometry in XYZ format:
```
26
Properties=species:S:1:pos:R:3:forces:R:3:mulliken_charge:R:1
N 0.36604 -0.22838 -0.00094 -1.7 0.4 -2.9 0.082
C -1.73305 0.72175 1.01783 2.3 1.2 1.0 -0.596
H -1.76888 1.74625 4.19589 -0.5 0.6 0.7 0.371
C 0.53470 0.70635 2.00292 1.5 -1.6 1.9 0.529
C -2.15775 1.39191 2.13542 -1.1 0.2 1.2 -0.531
H -0.35935 -1.43151 -5.92014 0.2 0.2 0.4 0.229
C -0.00057 -0.77922 -5.10221 0.9 -1.6 -0.4 -0.767
H -2.31684 0.34533 0.27940 -2.0 -0.5 -2.2 0.616
C 1.81453 -0.02106 1.66296 -2.6 2.4 -1.4 0.647
H 0.00141 -0.31728 -0.97858 0.7 -0.6 0.6 0.158
H 3.49966 -1.09596 2.06342 -0.1 1.6 0.4 0.308
C -0.35590 0.49828 0.92041 1.3 -1.0 1.1 -0.108
H 0.77581 1.20682 4.20563 -1.6 -0.4 -1.5 0.247
C 1.64693 -0.47160 0.37410 0.1 0.5 1.3 -0.719
H 2.42553 -0.90080 -0.25982 -0.7 -0.1 0.0 0.385
H -0.36458 0.20321 -5.30581 0.4 0.9 -0.4 0.217
C 0.05710 1.09409 3.30771 -0.9 0.8 -1.6 -0.704
H 2.63470 -0.67144 3.51126 1.0 1.9 -1.7 0.248
C -1.33140 1.47222 3.26942 2.6 -0.3 0.6 -0.311
H 1.08252 -0.94253 -4.86361 -0.7 0.8 -1.0 0.237
C 2.98769 -0.14676 2.48130 1.9 -3.7 2.4 -1.078
C -0.61119 -1.12658 -3.79432 -3.8 0.4 1.0 0.590
O -1.85548 -1.13729 -3.59598 -0.7 0.0 -1.8 -0.781
H -3.18653 1.83656 2.27529 1.1 -1.0 -0.4 0.302
O 0.12101 -1.24703 -2.83438 3.8 -0.4 2.6 -0.784
H 3.78353 0.65829 2.59323 -1.4 -0.8 0.0 0.214
```
Forces are in eV/Å.

Results
- Kohn-Sham gap: 7.1098 eV
- Total charge: -1
- Calculated total energy: -17187.170 eV
- Molar mass: 190.2 g/mol
- E_HOMO: -3.879 eV
- Energy relative to the best compared isomer or geometry (same formula, charge and spin): 50.8 kcal/mol

[7]
The following is a quantum chemistry calculation of a molecular structure, C11H12O in a non-equilibrium geometry, from the Open Molecules 2025 dataset.

The geometry in XYZ format:
```
24
Properties=species:S:1:pos:R:3:forces:R:3:mulliken_charge:R:1
C -2.26285 1.92664 -0.96851 0.9 -0.5 -1.2 -0.316
C -0.18928 -0.09225 1.51042 -0.1 1.8 0.7 -0.706
H -1.76013 2.10339 1.35034 -0.7 -0.5 -1.4 0.309
C -1.15417 1.17888 -1.80238 0.2 0.7 -1.4 -0.271
H 2.02637 -3.40472 1.60142 -1.0 0.2 0.1 0.403
H -1.20909 3.64346 -2.09816 1.0 -2.9 0.6 0.292
H 0.88938 -1.47534 -1.97883 -0.3 2.7 1.6 0.220
C 0.67966 -0.69651 -1.09123 1.1 -3.0 0.6 -0.533
C 1.31062 -1.19367 0.14806 0.8 -2.5 -7.7 0.664
H 1.44481 -1.21154 2.30235 -0.5 0.0 -1.5 0.288
C -1.94564 1.38651 0.48374 -3.2 -1.1 0.1 -0.758
C -0.31532 0.23635 -0.90894 -1.2 0.5 -1.7 0.275
C -0.95523 2.64842 -1.49338 -1.5 4.1 3.9 -0.595
H -1.30719 1.03996 -2.91512 0.2 -0.3 1.5 0.392
C 2.73199 -2.96101 0.92089 1.1 -3.9 -2.5 -0.931
C -0.79407 0.45997 0.35127 0.9 0.2 3.9 0.376
C 0.93064 -0.89698 1.34222 -0.6 1.0 6.0 -0.287
H -0.36041 0.23909 2.62884 -0.4 -0.6 -2.6 0.196
H -3.34704 2.11333 -1.49711 3.0 -0.5 1.8 0.296
H -2.82531 0.63157 0.74182 1.4 1.9 0.0 0.266
H -0.44133 3.10282 -0.34231 -0.8 -1.8 -4.0 0.188
H 3.52038 -2.56772 1.55892 0.2 0.9 -0.6 0.345
O 2.18036 -2.25276 -0.19448 0.3 1.1 2.1 -0.337
H 3.15285 -3.95791 0.35016 -0.6 2.5 1.6 0.222
```
Forces are in eV/Å.

Results
- Kohn-Sham gap: 9.0649 eV
- Calculated total energy: -13643.868 eV
- Molar mass: 160.2 g/mol
- E_HOMO: -8.130 eV
- Energy relative to the best compared isomer or geometry (same formula, charge and spin): 109.8 kcal/mol

[8]
The following is a quantum chemistry calculation of a molecular structure, C11H13BrF2NS2Ti in a non-equilibrium geometry, from the Open Molecules 2025 dataset.

The geometry in XYZ format:
```
31
Properties=species:S:1:pos:R:3:forces:R:3:mulliken_charge:R:1
C 2.36121 0.35254 0.65653 0.6 0.5 0.1 0.193
C 2.67307 -2.27759 0.09843 1.4 -0.2 0.0 0.567
C -3.86202 0.26823 -0.44163 2.5 -1.1 0.1 -1.561
H 0.55583 -2.27249 0.45893 -1.1 -1.1 0.2 0.490
C -0.11699 1.02881 -1.11079 -0.1 -0.7 1.1 -0.051
S -2.39497 -0.70821 1.71366 0.0 -0.2 0.0 -0.440
S -1.26444 2.50260 2.01013 -1.1 0.7 0.5 -0.396
H 3.99193 -4.08294 0.19984 -0.9 0.5 0.1 0.369
C 1.45400 -1.73908 0.45807 1.3 0.7 0.1 -0.510
N 1.30337 -0.43476 0.78108 0.4 0.8 -0.1 0.039
H 2.22617 -4.34190 0.39134 -0.6 -0.8 0.4 0.399
C 3.63049 -0.06408 0.23451 -0.2 1.0 0.0 -0.610
H -2.24809 3.55179 -0.31961 0.4 0.0 -0.4 0.317
Br 2.21538 2.25464 0.95996 -0.3 -0.8 0.2 -0.090
C 3.76528 -1.38384 -0.05324 -0.6 -1.3 -0.2 -0.274
C 2.96311 -3.77127 -0.11390 0.7 1.0 -1.0 -1.436
H 4.67790 -1.79348 -0.46662 0.2 0.1 0.2 0.412
H -4.10171 -0.80997 -0.44002 -0.4 0.8 0.4 0.344
H 0.88899 1.14499 -1.52851 0.0 -0.4 -0.2 0.362
F -0.86679 1.96522 -1.72322 -0.8 0.5 -1.0 -0.260
F -0.62297 -0.28021 -1.52892 0.4 0.7 -0.1 -0.316
C -3.10344 3.04611 0.09302 -0.2 0.6 -0.6 -1.475
H -3.20869 0.36124 -1.33153 -0.2 0.2 0.3 0.341
H -4.63498 0.95564 -0.55099 -1.8 0.6 -0.2 0.435
C -2.63003 1.94373 0.96563 0.4 0.7 0.5 0.711
C -3.00560 0.65546 0.78228 -0.7 -0.8 -0.4 0.712
H 4.44749 0.66441 0.11231 -0.6 -0.5 0.1 0.355
H -3.75840 2.75848 -0.72993 0.1 -0.1 0.2 0.357
H -3.57524 3.83541 0.66034 -0.5 0.0 0.4 0.386
H 2.94668 -3.99626 -1.19489 -0.3 0.0 0.4 0.304
Ti -0.70654 0.66678 0.95771 2.0 -1.3 -1.1 0.326
```
Forces are in eV/Å.

Results
- Kohn-Sham gap (spin up / spin down): 7.2007 / 7.8499 eV
- Calculated total energy: -133371.072 eV
- Molar mass: 389.1 g/mol
- E_HOMO (spin up / spin down): -7.372 / -8.173 eV
- Spin multiplicity: 2
- Energy relative to the best compared isomer or geometry (same formula, charge and spin): 14.2 kcal/mol